1.
Below is a 2-piece molecular cluster, CH6O5Si overall, with properties calculated with wB97M-V/def2-TZVPD.

Each line ends with the natural charge from an NBO analysis.
Atoms and positions in Å:
C -1.6022 0.1547 -1.0458  -0.303
O 0.5084 -2.0782 1.3831  -0.521
O 1.7245 -0.0707 0.3329  -1.250
O 1.5266 2.4586 -0.6852  -1.130
O -0.5073 1.0642 -1.0499  -0.912
O -0.8393 -1.4815 1.5803  -0.594
Si 0.9808 0.9653 -0.4379  2.452
H -1.5348 -0.4437 0.0183  0.260
H -1.3783 -0.4649 -1.9470  0.186
H -2.6691 0.6661 -0.9668  0.196
H 0.7326 -2.6585 2.1240  0.517
H 1.0230 -1.2792 1.0581  0.560
H 2.0351 3.1676 -0.3640  0.539

Forces on the atoms, in the same order (eV/Å):
-1.09 -1.66 2.69
-1.13 -0.47 -0.84
0.76 -2.00 0.97
-1.20 -1.54 -0.97
0.95 0.82 0.32
0.03 -0.17 0.33
-1.86 3.20 -0.70
-0.12 0.77 -2.89
-1.21 0.11 0.85
2.52 -0.61 -0.86
0.26 0.78 0.09
1.09 0.16 0.28
1.00 0.60 0.74

Output
**Charge**: 0



2.
Below is a 2-piece molecular cluster, CH6O5Si overall, with properties calculated with wB97M-V/def2-TZVPD.

Each line ends with the natural charge from an NBO analysis.
Atoms and positions in Å:
C 0.3400 1.8075 0.0711  -0.225
O -2.3863 -1.6354 -0.3902  -0.413
O 0.6714 -1.7300 -0.1133  -1.247
O 3.3103 -0.7850 0.1019  -1.085
O 1.5207 0.9707 0.1460  -0.934
O -2.6253 -0.5428 0.4655  -0.637
Si 1.7108 -0.6099 -0.0350  2.399
H 0.4133 2.5056 0.8743  0.191
H -0.4921 1.2339 0.1480  0.208
H 0.2553 2.4452 -0.9690  0.176
H -2.2809 -2.2671 0.2851  0.512
H -1.4407 -1.5117 -0.5542  0.536
H 3.7731 0.0712 0.2425  0.521

Forces on the atoms, in the same order (eV/Å):
2.19 2.34 -2.86
0.82 -0.76 -2.04
0.08 0.58 -0.37
0.43 0.45 -0.01
-0.48 0.64 -0.59
-0.84 2.88 1.60
-0.36 -0.18 0.60
0.00 0.47 0.49
-2.68 -1.71 0.31
0.62 -1.76 2.48
-0.42 -2.28 1.43
1.05 0.20 -0.89
-0.40 -0.86 -0.16

Output
**Charge**: 0



M: 126.1; 126.1 (g mol⁻¹)
Energy above the lowest of the compared OMol25 structures with the same formula, charge and spin: 234.1; 235.9 (kJ/mol)
Frontier orbital gap: 8.38; 8.32 (eV)